[1]
This record from OMol25 describes C43H40AsBr2N5OPd as an isolated structure. The level of theory is ωB97M-V with the def2-TZVPD basis set.

```
93
Properties=species:S:1:pos:R:3:mulliken_spin:R:1
Pd 0.215 -0.177 0.141 1.3759
Br 6.921 0.712 1.050 -0.0003
C 5.106 0.413 0.742 -0.0016
C 4.632 -0.868 0.511 0.0056
C 3.278 -1.023 0.298 0.0009
N 2.412 -0.009 0.306 0.1141
C 2.869 1.229 0.558 0.0348
C 4.215 1.475 0.764 0.0046
C 1.854 2.321 0.614 -0.0171
C 2.170 3.613 0.998 -0.0020
C 1.162 4.564 1.014 0.0035
Br 1.536 6.306 1.573 0.0004
C -0.119 4.217 0.618 0.0072
C -0.356 2.901 0.279 -0.0038
N 0.602 1.974 0.289 0.0769
H 5.295 -1.722 0.495 0.0005
H 2.868 -2.010 0.126 0.0038
H 4.581 2.475 0.946 0.0007
H 3.168 3.888 1.301 -0.0004
H -0.919 4.944 0.597 0.0000
H -1.343 2.561 -0.002 -0.0017
O -1.875 0.178 -0.674 0.3418
C -2.817 -0.632 -0.784 0.1452
C -4.169 -0.123 -0.826 0.1599
C -5.237 -0.961 -0.765 -0.0400
C -5.024 -2.352 -0.689 0.2584
C -3.735 -2.888 -0.741 -0.0573
C -2.623 -2.079 -0.837 0.1115
C -1.309 -2.642 -1.119 0.0480
N -0.125 -2.047 -1.051 0.0870
C 0.795 -2.933 -1.555 0.0219
C 0.166 -4.077 -1.938 0.0331
N -1.155 -3.879 -1.654 0.0264
H -4.276 0.955 -0.852 0.0011
H -6.247 -0.571 -0.759 0.0035
H -5.872 -3.021 -0.609 0.0032
H -3.631 -3.966 -0.705 0.0029
H 1.836 -2.681 -1.663 0.0025
H 0.533 -4.981 -2.396 0.0020
H -1.897 -4.520 -1.881 -0.0012
C 3.011 5.378 5.386 -0.0006
C 2.153 4.273 4.835 0.0010
C 0.794 4.449 4.613 0.0001
C -0.008 3.429 4.117 -0.0010
C -1.483 3.712 3.941 -0.0044
C 0.565 2.177 3.825 0.0371
As -0.806 1.028 3.022 -0.0201
N 0.046 -0.562 2.277 0.7081
C 0.389 -1.702 2.889 0.1136
C 0.392 -1.846 4.311 0.1193
C 0.757 -3.030 4.901 -0.0711
C 1.145 -4.121 4.120 0.2219
C 1.175 -4.007 2.726 -0.0840
C 0.807 -2.833 2.121 0.1039
C -1.928 0.291 4.454 0.0164
C -3.086 -0.355 3.981 -0.0095
C -3.425 -0.567 2.520 0.0310
C -4.024 -0.846 4.887 0.0022
C -3.862 -0.712 6.254 0.0007
C -4.882 -1.232 7.227 0.0000
C -2.711 -0.076 6.706 -0.0002
C -1.739 0.417 5.848 -0.0076
C -0.548 1.071 6.508 0.0014
C 1.936 1.976 4.033 -0.0101
C 2.675 0.681 3.807 0.0354
C 2.696 3.031 4.533 0.0006
H 2.425 6.275 5.585 0.0001
H 3.807 5.641 4.686 0.0001
H 3.486 5.071 6.319 0.0001
H 0.338 5.407 4.841 0.0003
H -1.718 4.711 4.303 -0.0004
H -2.115 3.013 4.497 0.0009
H -1.783 3.661 2.892 -0.0010
H 0.123 -1.002 4.922 0.0643
H 0.752 -3.114 5.980 0.0017
H 1.430 -5.052 4.593 0.0032
H 1.487 -4.852 2.124 0.0012
H 0.816 -2.753 1.048 0.0555
H -2.641 -0.272 1.833 -0.0254
H -4.319 0.006 2.258 -0.0031
H -3.650 -1.622 2.339 0.0026
H -4.910 -1.342 4.502 0.0002
H -5.699 -1.740 6.716 0.0000
H -5.305 -0.416 7.816 0.0000
H -4.428 -1.936 7.928 0.0000
H -2.557 0.031 7.776 -0.0001
H -0.383 0.623 7.488 0.0002
H -0.732 2.137 6.668 0.0000
H 0.374 0.995 5.942 -0.0003
H 2.236 0.072 3.030 -0.0318
H 2.707 0.080 4.720 -0.0070
H 3.708 0.891 3.532 0.0022
H 3.758 2.868 4.701 0.0005
```

The energy is -259127.82216 eV. For the HOMO energy (alpha / beta), the calculation gives -12.648 / -12.646 eV. For the relative energy (zero: lowest compared OMol25 entry of this formula, charge and spin), the calculation gives 0.0000 eV. As for the expectation value of S²: 6.092. The calculation puts the lowest unoccupied orbital energy (alpha / beta) at -0.199 / -0.289 hartree. As for the frontier orbital gap (alpha / beta): 0.2653 / 0.1761 Eh. The spin multiplicity is 5. As for the charge: +2.

=====

[2]
This record from OMol25 describes C43H40FeN3O2PS2 as an isolated structure. The level of theory is ωB97M-V with the def2-TZVPD basis set.

```
92
Properties=species:S:1:pos:R:3:mulliken_spin:R:1
Fe -1.137 0.619 -0.661 4.3770
O -3.324 0.386 -2.368 0.0245
N -2.685 -0.804 -1.996 -0.0107
C -2.749 -1.738 -2.860 0.0257
C -2.155 -3.039 -2.652 0.0129
C -2.603 -4.101 -3.447 0.0012
C -2.134 -5.383 -3.251 -0.0009
C -1.186 -5.625 -2.268 0.0003
C -0.708 -4.580 -1.500 -0.0025
C -1.182 -3.284 -1.673 0.0215
P -0.481 -1.975 -0.586 -0.0416
C -0.846 -2.824 1.002 -0.0160
C 0.050 -3.612 1.716 -0.0004
C -0.335 -4.180 2.918 -0.0001
C -1.615 -3.991 3.408 0.0024
C -2.527 -3.249 2.677 0.0005
C -2.144 -2.668 1.484 0.0043
C 1.302 -2.258 -0.865 0.0044
C 1.745 -2.594 -2.142 0.0066
C 3.092 -2.778 -2.387 0.0003
C 4.011 -2.616 -1.363 0.0036
C 3.583 -2.224 -0.105 -0.0021
C 2.237 -2.030 0.141 0.0050
H -3.705 0.753 -1.544 0.0009
H -3.319 -1.585 -3.775 0.0043
H -3.342 -3.911 -4.211 -0.0001
H -2.506 -6.194 -3.856 0.0000
H -0.831 -6.628 -2.094 -0.0001
H 0.039 -4.775 -0.745 0.0016
H 1.048 -3.793 1.348 0.0005
H 0.370 -4.782 3.470 0.0001
H -1.899 -4.424 4.354 0.0000
H -3.536 -3.122 3.035 0.0000
H -2.850 -2.076 0.921 0.0064
H 1.024 -2.730 -2.937 0.0009
H 3.423 -3.060 -3.375 0.0000
H 5.061 -2.778 -1.543 0.0001
H 4.306 -2.084 0.685 -0.0003
H 1.902 -1.714 1.119 0.0017
S -3.769 0.342 0.868 0.0734
C -2.933 1.617 1.581 0.0475
N -1.874 2.125 0.993 0.0503
C -1.369 3.190 1.673 0.0102
C -0.311 3.990 1.250 -0.0185
C 0.038 5.078 2.019 0.0000
C -0.637 5.371 3.205 0.0025
C -1.685 4.584 3.644 -0.0027
C -2.053 3.498 2.868 -0.0030
S -3.374 2.383 3.101 0.0048
H 0.177 3.753 0.317 0.0111
H 0.840 5.719 1.691 0.0000
H -0.343 6.234 3.783 0.0001
H -2.213 4.805 4.559 0.0004
C 2.424 2.942 -1.658 0.0037
N 2.493 2.012 -2.760 0.0088
C 3.608 1.104 -2.726 0.0027
C 1.240 1.363 -3.053 0.0035
C 0.107 2.356 -3.102 -0.3433
C 0.134 3.411 -4.012 0.0247
C -0.873 4.355 -4.014 -0.0124
C -1.913 4.260 -3.106 0.0392
C -1.945 3.214 -2.195 -0.0975
C -0.937 2.268 -2.196 0.6640
H 3.427 3.266 -1.385 0.0004
H 1.932 2.490 -0.785 0.0040
H 1.843 3.816 -1.959 0.0009
H 4.526 1.662 -2.564 0.0004
H 3.686 0.600 -3.688 0.0001
H 3.505 0.342 -1.936 -0.0019
H 0.980 0.587 -2.277 0.0207
H 1.346 0.845 -4.013 0.0062
H 0.965 3.482 -4.698 0.0002
H -0.846 5.170 -4.720 0.0009
H -2.705 4.992 -3.102 -0.0008
H -2.759 3.169 -1.485 0.0277
C 2.860 1.160 1.570 0.0091
C 1.416 0.745 1.590 -0.0270
O 0.778 0.663 0.534 0.0273
C 0.821 0.425 2.889 0.0074
C 1.510 0.586 4.097 -0.0008
C 0.898 0.279 5.296 0.0002
C -0.407 -0.190 5.320 0.0003
C -1.104 -0.356 4.132 0.0007
C -0.490 -0.064 2.933 -0.0060
H 3.232 1.197 0.551 -0.0007
H 3.462 0.462 2.146 0.0006
H 2.959 2.148 2.015 0.0009
H 2.524 0.950 4.110 -0.0002
H 1.439 0.409 6.222 0.0001
H -0.882 -0.429 6.259 0.0000
H -2.125 -0.706 4.137 0.0001
H -1.018 -0.223 2.002 0.0279
```

The energy is -119144.64530 eV. For the HOMO energy (alpha / beta), the calculation gives -10.123 / -10.091 eV. For the relative energy (zero: lowest compared OMol25 entry of this formula, charge and spin), the calculation gives 1.2526 eV. As for the expectation value of S²: 8.763. The calculation puts the lowest unoccupied orbital energy (alpha / beta) at -0.108 / -0.172 hartree. As for the frontier orbital gap (alpha / beta): 0.2637 / 0.1988 Eh. The spin multiplicity is 6. As for the charge: +1.